Entry from the Open Molecules 2025 dataset: a molecular structure, C6H7CuN5O7P2 (ωB97M-V with the def2-TZVPD basis set).

Last column: Löwdin charge in e.
Atoms and positions in Å:
Cu (1.144, 0.223, -0.079)  0.667
O (-0.164, 1.401, 3.865)  -0.040
P (0.141, 0.621, 2.543)  0.313
O (-1.139, -0.253, 2.276)  -0.115
O (0.441, 1.538, 1.410)  -0.246
O (1.302, -0.353, 2.907)  -0.228
P (2.528, -1.199, 2.129)  0.245
O (1.738, -2.541, 1.733)  -0.116
O (3.566, -1.449, 3.111)  -0.233
O (2.760, -0.420, 0.841)  -0.330
H (0.119, 0.941, 4.665)  0.108
H (1.359, -2.499, 0.846)  0.057
N (-2.541, -1.212, 0.588)  0.034
C (-1.217, -1.207, 1.129)  -0.346
N (-0.420, -0.861, -0.011)  0.008
C (-1.340, -0.277, -0.871)  -0.362
N (-2.572, -0.420, -0.561)  0.132
C (-0.826, 0.453, -2.022)  -0.157
C (-1.568, 0.800, -3.152)  -0.039
N (-1.021, 1.444, -4.166)  0.102
C (0.271, 1.752, -4.075)  -0.098
C (1.028, 1.425, -2.963)  -0.063
N (0.470, 0.779, -1.941)  0.066
H (-3.304, -1.026, 1.222)  0.134
H (-0.932, -2.155, 1.584)  0.146
H (-2.615, 0.535, -3.211)  0.126
H (0.719, 2.275, -4.909)  0.113
H (2.074, 1.685, -2.886)  0.124

Properties
<S²> = 0.75
Multiplicity = 2
Charge = 0
Energy = -3356.75756 a.u.
E_LUMO (alpha / beta) = -1.1 / -2.3 eV

Entry from the Open Molecules 2025 dataset: a molecular structure, C6H7GaO6 at a distorted geometry (ωB97M-V with the def2-TZVPD basis set).

Last column: Löwdin charge in e.
Atoms and positions in Å:
O (1.371, 0.618, 0.434)  0.000
O (2.248, -0.576, -1.325)  0.022
C (2.743, -1.749, -0.703)  -0.099
C (1.463, -2.496, -0.353)  -0.092
O (0.551, -1.440, -0.060)  -0.129
C (1.123, -0.140, -0.621)  -0.632
H (3.379, -2.283, -1.416)  0.152
H (3.328, -1.497, 0.195)  0.147
H (1.567, -3.153, 0.518)  0.150
H (1.087, -3.073, -1.210)  0.148
Ga (0.145, -0.311, 1.466)  0.871
O (-1.584, 0.389, 2.335)  0.027
O (-1.388, 1.021, 0.289)  0.086
C (-1.221, 0.800, -1.026)  0.210
C (0.090, 0.428, -1.610)  0.037
O (-3.112, 1.832, 1.438)  0.199
C (-2.153, 1.095, 1.444)  -0.646
H (-2.183, 0.708, -1.530)  0.187
H (-0.047, -0.313, -2.414)  0.174
H (0.542, 1.309, -2.088)  0.189

Properties
<S²> = 0.75
Energy relative to the best compared isomer or geometry (same formula, charge and spin) = 0.067 eV
Multiplicity = 2
Charge = +1
Energy = -2608.68758 a.u.
E_LUMO (alpha / beta) = -7.1 / -7.1 eV

Entry from the Open Molecules 2025 dataset: C6H7IN2O2 in the gas phase at a distorted geometry (ωB97M-V with the def2-TZVPD basis set).

Last column: Löwdin charge in e.
Atoms and positions in Å:
C (2.813, -0.426, -2.098)  0.014
C (1.398, 0.052, -1.769)  -0.483
O (0.807, 0.803, -2.534)  0.042
N (0.744, -0.267, -0.577)  0.000
C (-0.601, -0.079, -0.416)  -0.595
I (-1.798, -1.920, -1.010)  0.691
C (-1.085, 0.364, 0.921)  -0.431
N (-0.635, -0.122, 2.112)  0.140
C (-1.604, 0.257, 2.969)  -0.144
C (-2.586, 0.920, 2.350)  -0.037
O (-2.218, 0.955, 1.025)  0.072
H (3.069, -1.337, -1.617)  0.058
H (3.123, -0.417, -3.190)  0.116
H (3.347, 0.388, -1.623)  0.083
H (1.156, -1.030, 0.062)  0.183
H (-0.804, 0.636, -1.231)  0.100
H (-1.659, -0.038, 4.014)  0.118
H (-3.466, 1.259, 2.610)  0.072

Properties
Energy relative to the best compared isomer or geometry (same formula, charge and spin) = 0.000 eV
Charge = 0
Energy = -790.49119 a.u.
E_LUMO = -0.4 eV
SMILES = CC(=O)N[C@@H](I)c1ncco1